Record 1
Molecular formula: C40H69BrF6NO13P
Method: DFT, wB97M-V/def2-TZVPD

ORCA input file:
```
! wB97M-V def2-TZVPD RIJCOSX def2/J DEFGRID3
* xyz 0 1
C 2.68 2.57 2.81
C 2.39 2.34 1.34
N 2.68 1.00 0.86
C 1.75 -0.10 1.15
C 2.20 -0.72 2.49
C 1.25 -0.87 3.65
F 0.09 -1.56 3.33
O 2.01 -0.93 0.02
C 1.66 -2.29 -0.17
C 2.98 -3.13 -0.23
C 4.23 -2.33 -0.53
C 4.97 -1.80 0.69
F 4.82 -2.62 1.80
C 0.75 -3.08 0.77
C -0.78 -2.93 0.73
C -1.52 -4.19 0.27
C -3.01 -3.97 0.56
C -3.38 -4.33 1.99
C -3.33 -5.83 2.29
C -2.95 -6.12 3.74
C -1.43 -6.03 3.99
O -1.08 -5.36 5.18
C -1.18 -3.95 5.09
C 1.05 -2.36 -1.58
F 2.05 -2.33 -2.56
O 0.25 -1.27 -1.79
C -0.64 -1.32 -2.89
C -2.09 -1.28 -2.44
C -2.65 0.11 -2.06
C -4.18 0.07 -2.12
O -2.25 0.46 -0.74
C -0.23 -0.21 -3.87
F 0.88 -0.55 -4.57
F 0.03 0.97 -3.26
F -1.22 0.00 -4.79
P -0.11 0.31 0.97
O 0.05 1.30 -0.30
Br -0.74 1.75 2.60
H 2.01 2.03 3.47
H 2.49 3.63 3.00
H 3.72 2.40 3.04
H 3.10 2.99 0.83
H 1.42 2.75 1.06
H 2.81 1.03 -0.15
H 3.04 -0.15 2.87
H 2.63 -1.69 2.27
H 1.76 -1.43 4.43
H 0.96 0.07 4.10
H 3.07 -3.59 0.75
H 2.86 -3.96 -0.91
H 4.92 -3.00 -1.06
H 4.06 -1.52 -1.22
H 4.66 -0.78 0.91
H 6.03 -1.76 0.47
H 1.07 -3.01 1.80
H 0.94 -4.11 0.51
H -1.12 -2.78 1.75
H -1.13 -2.09 0.15
H -1.36 -4.40 -0.79
H -1.16 -5.02 0.86
H -3.18 -2.90 0.46
H -3.68 -4.43 -0.15
H -2.79 -3.77 2.70
H -4.40 -4.02 2.13
H -2.66 -6.37 1.63
H -4.34 -6.21 2.17
H -3.27 -7.13 4.00
H -3.48 -5.46 4.42
H -0.95 -5.56 3.13
H -1.04 -7.04 4.07
H -2.18 -3.62 5.36
H -0.47 -3.51 5.79
H -0.92 -3.61 4.09
H 0.55 -3.32 -1.70
H -0.48 -2.23 -3.46
H -2.72 -1.71 -3.21
H -2.21 -1.91 -1.56
H -2.34 0.88 -2.74
H -4.60 1.07 -2.17
H -4.57 -0.42 -1.24
H -4.54 -0.49 -2.98
H -2.58 -0.20 -0.13
H -0.66 1.09 -0.94
O -4.24 -0.86 0.97
C -4.49 -0.81 2.15
C -4.18 0.31 3.11
C -4.36 -0.37 4.47
C -5.40 -1.45 4.15
O -5.14 -1.81 2.78
H -4.90 1.11 2.96
H -3.17 0.68 2.97
H -4.67 0.30 5.27
H -3.43 -0.84 4.77
H -6.42 -1.09 4.23
H -5.29 -2.34 4.77
O 1.85 5.16 -5.15
C 1.91 4.13 -5.77
C 1.14 2.85 -5.52
C 1.93 1.83 -6.35
C 2.50 2.70 -7.46
O 2.70 3.99 -6.86
H 0.12 2.98 -5.89
H 1.13 2.61 -4.47
H 1.33 1.00 -6.72
H 2.74 1.42 -5.75
H 1.81 2.82 -8.30
H 3.45 2.33 -7.84
O -2.88 2.77 6.50
C -2.86 3.48 5.54
C -2.55 4.97 5.49
C -3.07 5.37 4.11
C -2.90 4.08 3.32
O -3.09 3.02 4.29
H -1.47 5.10 5.58
H -3.05 5.49 6.30
H -2.54 6.21 3.67
H -4.13 5.63 4.18
H -1.90 3.97 2.90
H -3.63 3.97 2.53
O 8.52 5.70 -7.18
C 7.35 5.93 -7.09
C 6.64 6.70 -5.99
C 5.17 6.31 -6.21
C 5.14 6.05 -7.71
O 6.46 5.54 -8.03
H 6.81 7.76 -6.14
H 7.01 6.40 -5.01
H 4.46 7.07 -5.89
H 4.95 5.39 -5.67
H 4.98 6.96 -8.28
H 4.40 5.31 -7.98
*
```

Computed properties:
SMILES string: CCN[C@](CCF)(O[C@@](CCCF)(CCCCCCCCOC)[C@H](F)O[C@@H](C[C@@H](C)O)C(F)(F)F)P(O)Br.O=C1CCCO1.O=C1CCCO1.O=C1CCCO1.O=C1CCCO1
HOMO-LUMO gap: 8.462 eV
Highest occupied orbital energy: -8.03 eV

Record 2
Molecular formula: C13H23I2IrOP2
Method: DFT, wB97M-V/def2-TZVPD

ORCA input file:
```
! wB97M-V def2-TZVPD RIJCOSX def2/J DEFGRID3
* xyz 3 6
I -1.97 0.17 -0.31
I 0.98 0.56 -1.18
Ir -0.04 -1.02 1.35
P -0.11 -2.84 0.01
C -0.57 -4.19 1.14
C -1.26 -2.94 -1.40
H -1.20 -3.94 -1.83
H 1.34 -4.24 -1.28
H -0.99 -2.21 -2.17
H 1.79 -2.51 -1.43
H -1.39 -3.83 1.78
H -2.29 -2.74 -1.08
C 1.48 -3.30 -0.73
H -0.90 -5.06 0.54
H 2.23 -3.43 0.05
H 0.30 -4.46 1.75
P 0.29 2.94 -0.69
C -0.01 3.34 1.04
C 1.62 3.96 -1.34
H -1.12 2.62 -2.61
H -1.24 4.28 -1.94
H -2.07 2.90 -1.14
C -1.18 3.21 -1.69
H 1.92 3.58 -2.32
H 1.22 4.98 -1.42
H 0.01 4.44 1.13
H 0.78 2.90 1.67
H 2.47 3.93 -0.65
H -0.99 2.96 1.38
C -0.74 0.15 2.65
O -1.11 0.94 3.42
C 3.31 -3.03 4.24
C 2.05 -2.71 4.73
C 1.11 -2.05 3.93
C 1.45 -1.74 2.61
C 2.74 -1.97 2.13
C 3.65 -2.66 2.94
H 4.03 -3.56 4.87
H 1.78 -2.98 5.76
H 0.12 -1.80 4.30
H 3.00 -1.60 1.14
H 4.64 -2.92 2.54
*
```

Computed properties:
HOMO-LUMO gap (alpha / beta): 4.702 / 4.910 eV
ΔE to the lowest compared entry with this formula, charge and spin: 0.00 kJ/mol
⟨S²⟩: 8.788
Highest occupied orbital energy (alpha / beta): -15.14 / -19.00 eV

Record 3
Molecular formula: C20H32N4O2S2
Method: DFT, wB97M-V/def2-TZVPD

ORCA input file:
```
! wB97M-V def2-TZVPD RIJCOSX def2/J DEFGRID3
* xyz 0 1
C 0.28 0.27 -2.40
S 0.23 -0.88 -0.99
O 1.69 -1.30 -0.71
C -0.25 0.42 0.25
H 0.69 -0.23 -3.28
H 0.79 1.23 -2.31
H -0.75 0.52 -2.66
H -0.15 -0.04 1.24
H -1.25 0.76 -0.04
H 0.42 1.28 0.22
C -3.03 0.30 3.69
S -3.15 -1.37 2.83
O -2.78 -1.10 1.37
C -1.62 -2.14 3.60
H -3.70 0.96 3.13
H -2.06 0.75 3.49
H -3.22 0.26 4.76
H -0.67 -1.65 3.36
H -1.58 -3.08 3.05
H -1.75 -2.31 4.67
N -2.29 5.42 0.30
C -1.12 5.00 0.81
C -1.17 3.69 1.14
C -2.52 3.24 0.98
C -3.22 4.37 0.48
H -2.49 6.37 0.03
H -0.33 5.71 1.02
H -0.30 3.18 1.52
H -2.88 2.24 1.21
H -4.23 4.54 0.12
N 1.88 -2.26 1.75
C 2.88 -1.89 2.59
C 2.64 -2.63 3.75
C 1.50 -3.45 3.56
C 1.07 -3.18 2.25
H 1.73 -1.82 0.85
H 3.54 -1.11 2.25
H 3.15 -2.52 4.69
H 1.08 -4.04 4.36
H 0.20 -3.45 1.66
N 5.71 2.46 -1.25
C 5.16 2.23 -2.51
C 4.14 1.31 -2.41
C 3.97 1.02 -1.07
C 4.99 1.67 -0.35
H 6.58 2.91 -1.01
H 5.67 2.54 -3.41
H 3.66 0.91 -3.30
H 3.23 0.39 -0.61
H 5.21 1.58 0.70
N -2.08 -2.97 -3.33
C -1.59 -2.07 -4.25
C -2.54 -1.95 -5.23
C -3.43 -2.96 -5.05
C -3.17 -3.55 -3.87
H -1.61 -3.29 -2.49
H -0.69 -1.53 -4.03
H -2.58 -1.20 -6.01
H -4.22 -3.20 -5.76
H -3.63 -4.36 -3.32
*
```

Computed properties:
HOMO-LUMO gap: 8.388 eV
ΔE to the lowest compared entry with this formula, charge and spin: 500.36 kJ/mol
Highest occupied orbital energy: -7.78 eV

Record 4
Molecular formula: C4H3FNS
Method: DFT, wB97M-V/def2-TZVPD

ORCA input file:
```
! wB97M-V def2-TZVPD RIJCOSX def2/J DEFGRID3
* xyz -1 1
C -0.23 -1.43 -0.06
C 0.14 -0.11 0.11
C 0.66 -2.41 0.30
C 2.47 -0.42 -0.35
N 1.42 0.26 0.04
F 0.11 -3.58 -0.05
S 3.98 0.30 0.07
H -1.37 -1.65 -0.08
H -0.63 0.57 0.19
H 1.55 1.35 0.06
*
```

Computed properties:
HOMO-LUMO gap (alpha / beta): 6.377 / 6.374 eV
ΔE to the lowest compared entry with this formula, charge and spin: 402.17 kJ/mol
Highest occupied orbital energy (alpha / beta): -2.66 / -2.66 eV

Record 5
Molecular formula: C2H9N2O
Method: DFT, wB97M-V/def2-TZVPD

ORCA input file:
```
! wB97M-V def2-TZVPD RIJCOSX def2/J DEFGRID3
* xyz 1 1
C 0.44 -0.23 1.63
N 0.89 -0.34 0.23
C -0.05 0.41 -0.68
N -1.54 -0.19 -0.53
O 0.47 0.33 -1.89
H 1.27 -0.17 2.35
H -0.27 0.68 1.75
H -0.20 -1.14 1.86
H 1.87 0.00 -0.10
H 0.87 -1.28 -0.08
H -0.21 1.28 -0.16
H -1.74 -1.07 -1.04
H -2.11 0.57 -0.96
H 0.30 1.18 -2.40
*
```

Computed properties:
SMILES string: C[NH2+][C@H](N)O
HOMO-LUMO gap: 11.069 eV
ΔE to the lowest compared entry with this formula, charge and spin: 242.89 kJ/mol
Highest occupied orbital energy: -14.58 eV

Record 6
Molecular formula: C5H14S
Method: DFT, wB97M-V/def2-TZVPD

ORCA input file:
```
! wB97M-V def2-TZVPD RIJCOSX def2/J DEFGRID3
* xyz 0 1
C -1.39 1.65 1.45
C -1.15 0.17 1.16
S 0.53 -0.24 0.60
C 1.41 -0.41 2.16
H -1.03 2.28 0.61
H -0.98 1.96 2.41
H -2.45 1.84 1.33
H -1.33 -0.51 2.00
H -1.74 -0.03 0.28
H 0.90 -1.17 2.74
H 2.50 -0.49 2.18
H 1.18 0.43 2.86
C 0.28 -1.21 -2.92
C -0.16 0.26 -2.93
H 0.25 -1.77 -3.85
H 1.36 -1.30 -2.60
H -0.25 -1.85 -2.22
H 0.29 0.70 -2.04
H 0.26 0.83 -3.77
H -1.28 0.28 -2.92
*
```

Computed properties:
SMILES string: CCSC.CC
HOMO-LUMO gap: 9.362 eV
ΔE to the lowest compared entry with this formula, charge and spin: 70.30 kJ/mol
Highest occupied orbital energy: -8.38 eV